1.
Formula: C17H19NO
Source: the OMol25 dataset
Level of theory: the ωB97M-V functional and the def2-TZVPD basis

Values from the calculation:
strongest force on any atom: 5.373 eV/A
structure (SMILES): Cc1c[nH]c2ccccc12.CCc1ccc(O)cc1
energy: -789.019729 hartree

Structure (XYZ):
```
38
Properties=species:S:1:pos:R:3:nbo_charge:R:1
C 3.01 3.27 1.39 -0.6215
C 1.88 2.81 2.16 -0.0707
C 1.76 2.95 3.56 -0.0413
N 0.46 2.41 4.10 -0.5819
C -0.20 2.02 2.91 0.1591
C -1.46 1.47 2.91 -0.2504
C -1.87 0.64 1.84 -0.2009
C -1.03 0.61 0.65 -0.2336
C 0.19 1.23 0.65 -0.2063
C 0.70 1.94 1.76 -0.0856
H 2.40 3.63 0.39 0.2167
H 3.67 2.55 1.04 0.2149
H 3.63 3.97 2.01 0.2280
H 2.20 3.38 4.40 0.2040
H 0.07 2.83 4.99 0.4123
H -2.07 1.46 3.86 0.2100
H -2.83 0.09 1.79 0.2179
H -1.36 0.04 -0.25 0.2263
H 0.82 1.15 -0.14 0.2009
C 2.74 -2.62 -3.65 -0.5924
C 1.96 -2.21 -2.30 -0.4247
C 0.52 -2.19 -2.30 -0.0466
C -0.23 -3.09 -1.49 -0.2086
C -1.64 -3.05 -1.37 -0.2734
C -2.26 -1.85 -1.84 0.2877
O -3.62 -1.39 -1.74 -0.7050
C -1.58 -1.11 -2.90 -0.2495
C -0.17 -1.13 -3.03 -0.1993
H 3.28 -1.78 -4.26 0.2173
H 1.86 -3.14 -4.45 0.1941
H 3.40 -3.40 -3.49 0.2021
H 2.36 -2.73 -1.47 0.2168
H 2.25 -1.06 -2.07 0.2049
H 0.37 -3.89 -0.94 0.2188
H -2.26 -3.76 -0.69 0.2280
H -4.31 -2.16 -1.64 0.4833
H -2.02 -0.56 -3.69 0.2263
H 0.41 -0.51 -3.78 0.2225
```

2.
Formula: C25H32F2N2O4S
Source: the OMol25 dataset
Level of theory: the ωB97M-V functional and the def2-TZVPD basis

Values from the calculation:
strongest force on any atom: 1.589 eV/A
structure (SMILES): CCCN[C@@](COC(C)=O)(N=C=S)OC(=O)CC(C)C.Fc1ccccc1.Fc1ccccc1
energy: -1980.172577 hartree

Structure (XYZ):
```
66
Properties=species:S:1:pos:R:3:nbo_charge:R:1
C -2.67 2.01 1.61 -0.6181
C -1.21 1.48 1.65 -0.4255
C -0.24 2.51 1.06 -0.2162
N -0.48 2.93 -0.31 -0.6469
C -0.35 1.94 -1.35 0.5496
C -1.70 1.29 -1.74 -0.1159
O -1.80 0.97 -3.13 -0.5347
C -3.08 1.22 -3.59 0.8117
C -4.07 0.12 -3.30 -0.7359
O -3.35 2.23 -4.16 -0.5198
N 0.09 2.67 -2.60 -0.5042
C 1.27 2.92 -2.71 0.2651
S 2.79 3.09 -3.04 0.0403
O 0.65 1.03 -0.96 -0.5622
C 0.60 -0.25 -1.50 0.8201
O 0.76 -0.46 -2.66 -0.5145
C 0.34 -1.33 -0.47 -0.5212
C 1.08 -2.65 -0.76 -0.2063
C 2.50 -2.44 -1.29 -0.6137
C 0.22 -3.57 -1.67 -0.6101
H -3.22 1.77 2.51 0.2206
H -2.69 3.09 1.49 0.1981
H -3.23 1.59 0.77 0.1970
H -0.97 1.25 2.68 0.2154
H -1.18 0.54 1.09 0.1924
H -0.36 3.41 1.67 0.2000
H 0.80 2.21 1.21 0.2186
H -1.34 3.45 -0.41 0.3795
H -1.94 0.42 -1.11 0.1874
H -2.46 2.04 -1.52 0.1940
H -4.34 0.17 -2.24 0.2309
H -4.96 0.23 -3.92 0.2434
H -3.57 -0.83 -3.47 0.2388
H 0.71 -0.93 0.48 0.2300
H -0.74 -1.46 -0.33 0.2300
H 1.16 -3.15 0.19 0.2216
H 2.97 -1.54 -0.87 0.2054
H 3.12 -3.28 -0.97 0.2135
H 2.50 -2.39 -2.37 0.2211
H 0.62 -3.67 -2.68 0.2170
H -0.79 -3.15 -1.75 0.1953
H 0.10 -4.54 -1.19 0.2118
F 5.97 5.82 0.60 -0.3266
C 4.63 5.79 0.81 0.3989
C 4.07 6.70 1.69 -0.2900
C 2.70 6.66 1.90 -0.1965
C 1.92 5.72 1.24 -0.2284
C 2.51 4.82 0.36 -0.1862
C 3.87 4.85 0.14 -0.2865
H 4.70 7.41 2.20 0.2273
H 2.25 7.37 2.58 0.2140
H 0.85 5.69 1.41 0.2075
H 1.90 4.08 -0.15 0.2268
H 4.35 4.16 -0.54 0.2337
F 0.77 -4.89 1.37 -0.3334
C -0.08 -5.79 1.91 0.3975
C 0.42 -6.88 2.59 -0.2840
C -0.46 -7.78 3.15 -0.1865
C -1.83 -7.60 3.02 -0.2283
C -2.32 -6.50 2.33 -0.1884
C -1.44 -5.58 1.77 -0.2882
H 1.49 -7.00 2.68 0.2316
H -0.08 -8.64 3.69 0.2194
H -2.52 -8.31 3.45 0.2181
H -3.39 -6.35 2.22 0.2182
H -1.80 -4.71 1.23 0.2264
```

3.
Formula: C43H41CoN2O6
Source: the OMol25 dataset
Level of theory: the ωB97M-V functional and the def2-TZVPD basis

Values from the calculation:
strongest force on any atom: 0.143 eV/A
energy: -3606.918583 hartree

Structure (XYZ):
```
93
Properties=species:S:1:pos:R:3:mulliken_charge:R:1
Co 0.76 0.02 -0.16 -0.8903
C 2.74 2.14 0.84 -1.4329
O 1.90 1.00 1.13 1.5341
C 1.58 0.73 2.44 0.3753
C 2.09 1.41 3.53 -0.7756
C 1.73 0.99 4.80 -0.8811
C 0.88 -0.10 4.98 -0.7594
C 0.35 -0.75 3.88 -0.6226
C 0.69 -0.33 2.61 0.7677
N 0.18 -0.88 1.40 1.4141
N -0.76 -1.71 1.51 -0.8072
C -1.39 -2.22 0.43 0.5202
C -1.00 -1.97 -0.91 -0.1520
O -0.04 -1.19 -1.27 0.6540
C -1.69 -2.65 -1.96 -1.1425
C -2.71 -3.50 -1.69 -1.0494
C -3.15 -3.76 -0.35 0.7170
C -4.22 -4.63 -0.10 -0.9503
C -4.64 -4.87 1.18 -0.5686
C -4.00 -4.22 2.25 -0.7524
C -2.95 -3.36 2.02 -0.4410
C -2.50 -3.12 0.71 0.9589
H 3.73 1.94 1.27 0.2879
H 2.29 3.04 1.24 0.5708
H 2.80 2.18 -0.24 0.1254
H 2.75 2.25 3.39 0.4987
H 2.12 1.51 5.66 0.4391
H 0.61 -0.42 5.97 0.4625
H -0.33 -1.59 3.99 0.4000
H -1.36 -2.44 -2.97 0.6284
H -3.22 -4.00 -2.51 0.3845
H -4.71 -5.12 -0.94 0.4026
H -5.47 -5.54 1.37 0.3884
H -4.33 -4.40 3.26 0.4153
H -2.47 -2.86 2.85 0.3195
O -3.09 1.42 1.12 -0.8708
C -2.23 2.55 1.14 3.5567
C -0.86 2.21 0.51 -0.6411
O 0.05 3.02 0.50 -0.6312
O -0.81 0.99 0.04 0.5822
C -2.91 3.68 0.37 -0.6735
C -2.50 4.05 -0.90 0.0338
C -3.19 5.02 -1.61 -0.8712
C -4.30 5.63 -1.05 -0.4436
C -4.71 5.27 0.22 -0.8912
C -4.02 4.30 0.93 -0.2750
C -1.94 2.92 2.59 -0.8296
C -2.09 1.97 3.59 -0.2769
C -1.77 2.28 4.91 -0.8618
C -1.28 3.54 5.23 -0.4484
C -1.11 4.48 4.23 -1.0199
C -1.44 4.18 2.92 -0.0667
H -2.67 0.77 0.53 0.1168
H -1.63 3.58 -1.35 0.3188
H -2.86 5.29 -2.61 0.4510
H -4.84 6.39 -1.60 0.3989
H -5.58 5.74 0.67 0.3942
H -4.35 4.02 1.92 0.4725
H -2.49 1.00 3.34 0.5675
H -1.91 1.54 5.69 0.4461
H -1.04 3.78 6.26 0.4335
H -0.73 5.47 4.47 0.4186
H -1.30 4.91 2.13 0.5202
C 0.84 2.90 -2.98 -1.5250
C 0.35 1.70 -3.79 0.5709
C -1.07 1.29 -3.37 -1.0167
C 1.28 0.50 -3.82 0.4507
C 1.44 -0.15 -5.04 -0.9426
C 2.26 -1.26 -5.17 -1.2774
C 2.98 -1.71 -4.07 -1.0433
C 2.85 -1.09 -2.83 0.6242
C 3.72 -1.60 -1.70 0.5101
C 2.97 -2.17 -0.49 -1.3863
C 4.75 -0.56 -1.25 -1.3977
C 1.98 0.00 -2.70 0.4674
O 1.86 0.58 -1.48 -0.6203
H 0.25 3.78 -3.24 0.4515
H 1.89 3.12 -3.20 0.3341
H 0.75 2.74 -1.91 0.1010
H 0.29 2.03 -4.83 0.5971
H -1.09 0.95 -2.34 -0.2204
H -1.44 0.47 -4.00 0.3860
H -1.75 2.13 -3.48 0.4814
H 0.90 0.23 -5.90 0.4495
H 2.37 -1.75 -6.13 0.3933
H 3.65 -2.55 -4.18 0.4050
H 4.28 -2.44 -2.12 0.6923
H 2.66 -1.37 0.19 -0.0138
H 3.64 -2.81 0.10 0.6214
H 2.10 -2.75 -0.78 0.1087
H 4.25 0.31 -0.82 0.0449
H 5.36 -0.22 -2.09 0.3962
H 5.42 -0.98 -0.49 0.4092
```

4.
Formula: C3H4O2
Source: the OMol25 dataset
Level of theory: the ωB97M-V functional and the def2-TZVPD basis

Values from the calculation:
strongest force on any atom: 0.759 eV/A
structure (SMILES): CC(=O)C=O
energy: -267.166874 hartree

Structure (XYZ):
```
9
Properties=species:S:1:pos:R:3:nbo_charge:R:1
C 0.33 -0.40 -1.05 -0.7299
C -0.47 0.44 -0.07 0.4828
O -1.40 1.15 -0.34 -0.4902
C -0.09 0.28 1.42 0.3451
O 0.77 -0.47 1.77 -0.4759
H 1.40 -0.28 -0.87 0.2472
H 0.04 -0.14 -2.09 0.2399
H 0.13 -1.48 -0.88 0.2509
H -0.71 0.91 2.10 0.1301
```

5.
Formula: C26H36N5O3S2SiY
Source: the OMol25 dataset
Level of theory: the ωB97M-V functional and the def2-TZVPD basis

Values from the calculation:
strongest force on any atom: 7.074 eV/A
energy: -2635.818407 hartree
charge: -2

Structure (XYZ):
```
74
Properties=species:S:1:pos:R:3:mulliken_charge:R:1
Y 0.26 -0.28 0.31 -0.7263
O -1.10 2.55 3.33 -0.8004
C -0.33 1.97 2.58 -0.0477
N -0.11 0.67 2.36 0.5368
C -0.14 -0.02 3.50 -0.2541
O 0.30 0.23 4.62 -0.8194
C -0.79 -1.31 3.23 0.2786
C -1.16 -2.19 4.23 -0.9245
C -1.83 -3.35 3.84 -0.5919
C -2.08 -3.57 2.49 -0.5109
C -1.65 -2.62 1.57 0.2542
N -1.01 -1.48 1.91 1.0262
C 0.53 2.71 1.66 0.2536
C 0.71 4.08 1.72 -0.9971
C 1.60 4.65 0.82 -0.3615
C 2.26 3.83 -0.09 -1.7781
C 2.00 2.46 -0.06 -0.1760
N 1.14 1.88 0.79 0.1909
H -0.96 -1.96 5.27 0.5343
H -2.15 -4.07 4.59 0.4017
H -2.60 -4.46 2.16 0.5140
H -1.83 -2.74 0.51 -0.4149
H 0.18 4.66 2.46 0.4594
H 1.78 5.72 0.83 0.3902
H 2.97 4.23 -0.80 1.0201
H 2.49 1.78 -0.75 0.8795
C 3.93 -4.28 0.61 -1.4312
C 3.40 -2.90 0.45 0.3822
S 1.71 -2.52 0.52 -0.2673
C 4.07 -1.77 0.24 0.4418
C 5.53 -1.55 0.10 -1.4254
S 2.93 -0.46 0.14 -0.1957
H 3.14 -5.02 0.78 0.2576
H 4.61 -4.33 1.47 0.2994
H 4.48 -4.58 -0.28 0.3105
H 6.09 -2.49 0.19 0.3729
H 5.91 -0.87 0.87 0.2321
H 5.78 -1.13 -0.88 0.2347
C -2.79 -3.73 -1.21 -1.0947
N -3.53 -2.63 -0.60 0.3477
C -4.84 -2.38 -1.17 -1.1552
C -2.77 -1.60 -0.05 0.3943
O -1.56 -1.50 -0.25 -0.2015
N -3.46 -0.69 0.75 0.1642
C -2.75 0.52 1.13 -0.8065
C -4.48 -1.14 1.70 -1.1537
H -3.43 -4.61 -1.24 0.3545
H -1.90 -3.96 -0.62 0.2905
H -2.49 -3.44 -2.22 0.3790
H -4.74 -2.29 -2.26 0.3549
H -5.29 -1.45 -0.80 0.3932
H -5.50 -3.22 -0.93 0.3010
H -2.13 0.87 0.30 0.4136
H -2.11 0.31 1.99 0.3290
H -3.48 1.30 1.38 0.3995
H -4.86 -2.13 1.47 0.4137
H -5.30 -0.41 1.69 0.2703
H -4.03 -1.18 2.70 0.3277
C 3.11 3.03 -4.31 -1.0006
Si 1.38 3.34 -3.64 -0.0501
C 0.14 3.16 -5.04 -1.0247
C 1.29 5.08 -2.95 -0.9421
C 0.99 2.09 -2.28 0.0874
C 0.75 1.30 -1.42 0.2161
H 3.35 3.75 -5.10 0.2894
H 3.19 2.02 -4.73 0.3106
H 3.86 3.14 -3.52 0.3081
H 0.36 3.88 -5.83 0.2766
H -0.87 3.34 -4.68 0.2704
H 0.18 2.15 -5.47 0.2749
H 1.51 5.81 -3.73 0.3535
H 2.01 5.22 -2.14 0.3150
H 0.29 5.29 -2.56 0.2473
H -0.16 -0.72 -1.65 -0.2017
```

6.
Formula: C7H12
Source: the OMol25 dataset
Level of theory: the ωB97M-V functional and the def2-TZVPD basis

Values from the calculation:
strongest force on any atom: 0.508 eV/A
structure (SMILES): CC#CCCCC
energy: -273.859872 hartree

Structure (XYZ):
```
19
Properties=species:S:1:pos:R:3:nbo_charge:R:1
C -2.99 -2.26 1.10 -0.6797
C -2.35 -0.98 0.83 -0.0083
C -1.75 0.03 0.59 -0.0227
C -0.78 1.07 0.22 -0.4637
C 0.52 0.36 -0.18 -0.3729
C 1.64 1.30 -0.61 -0.3961
C 2.91 0.55 -1.00 -0.6008
H -2.25 -3.06 1.03 0.2320
H -3.78 -2.47 0.36 0.2320
H -3.43 -2.30 2.10 0.2319
H -0.60 1.75 1.06 0.2225
H -1.16 1.67 -0.61 0.2225
H 0.86 -0.26 0.67 0.2008
H 0.29 -0.35 -0.99 0.2011
H 1.86 2.00 0.20 0.1940
H 1.29 1.90 -1.46 0.1940
H 3.29 -0.05 -0.16 0.2019
H 2.72 -0.14 -1.83 0.2020
H 3.71 1.24 -1.31 0.2094
```

7.
Formula: C2H3NO2
Source: the OMol25 dataset
Level of theory: the ωB97M-V functional and the def2-TZVPD basis

Values from the calculation:
strongest force on any atom: 0.573 eV/A
structure (SMILES): O=CNC=O
energy: -283.257570 hartree

Structure (XYZ):
```
8
Properties=species:S:1:pos:R:3:nbo_charge:R:1
O 2.20 0.69 0.23 -0.5438
C 1.08 0.58 -0.19 0.5374
N 0.15 -0.31 0.36 -0.6641
C -1.18 -0.39 -0.01 0.5402
O -1.71 0.34 -0.81 -0.5544
H 0.69 1.13 -1.06 0.1496
H 0.50 -0.95 1.05 0.4129
H -1.70 -1.22 0.50 0.1221
```

8.
Formula: C4H5NO
Source: the OMol25 dataset
Level of theory: the ωB97M-V functional and the def2-TZVPD basis

Values from the calculation:
strongest force on any atom: 0.662 eV/A
structure (SMILES): N=C=C/C=C\O
energy: -285.340396 hartree

Structure (XYZ):
```
11
Properties=species:S:1:pos:R:3:nbo_charge:R:1
N -1.65 0.81 -1.67 -0.6328
C -0.83 0.01 -1.25 0.4702
C -0.04 -0.96 -0.80 -0.4761
C 0.72 -0.92 0.45 -0.2720
C 0.73 0.12 1.28 0.1061
O -0.02 1.23 1.01 -0.7013
H -1.27 1.60 -2.19 0.3774
H 0.11 -1.79 -1.48 0.2509
H 1.34 -1.78 0.68 0.2211
H 1.38 0.18 2.15 0.1714
H -0.47 1.50 1.81 0.4852
```

9.
Formula: C10H16
Source: the OMol25 dataset
Level of theory: the ωB97M-V functional and the def2-TZVPD basis

Values from the calculation:
spin multiplicity: 2
strongest force on any atom: 3.987 eV/A
expectation value of S²: 0.762
energy: -390.510433 hartree
charge: -1

Structure (XYZ):
```
26
Properties=species:S:1:pos:R:3:nbo_charge:R:1
C 2.40 -0.98 0.50 -0.6176
C 0.62 -2.06 -0.84 -0.4198
C 1.12 -1.79 0.47 -0.1613
C -0.77 -2.23 -0.92 -0.2221
C -1.63 -2.14 0.21 -0.3571
C 0.22 -1.65 1.53 -0.2020
C -1.11 -2.01 1.49 -0.4012
H 1.28 -2.08 -1.71 0.1764
H -1.10 -2.53 -1.83 0.1734
H 2.45 -0.15 -0.23 0.1812
H 3.29 -1.64 0.24 0.1676
H -2.70 -2.00 0.24 0.1765
H 0.76 -1.41 2.44 0.1735
H -1.98 -1.80 2.25 0.1682
H 2.76 -0.64 1.50 0.1842
C -0.55 2.52 -1.15 -0.3794
C 0.61 1.70 -0.67 -0.6443
C -1.60 2.66 0.09 -0.6147
H -0.25 3.51 -1.45 0.1736
H -1.06 2.13 -2.09 0.1886
H 0.13 0.70 -0.47 0.2569
H 0.93 1.95 0.36 0.1980
H -1.78 1.84 0.74 0.2218
H -0.90 3.25 0.85 0.1845
H 1.44 1.73 -1.34 0.1996
H -2.56 3.16 -0.21 0.1953
```

10.
Formula: C31H45As3BBrNiO2
Source: the OMol25 dataset
Level of theory: the ωB97M-V functional and the def2-TZVPD basis

Values from the calculation:
strongest force on any atom: 0.354 eV/A
energy: -12173.281157 hartree

Structure (XYZ):
```
84
Properties=species:S:1:pos:R:3:mulliken_charge:R:1
Ni 1.01 -0.49 2.11 -0.3593
Br 1.29 -0.90 4.49 0.0260
C 3.19 -0.75 4.39 0.7425
C 3.92 -1.04 5.50 -0.7419
C 5.31 -0.87 5.45 -0.5365
C 5.89 -0.40 4.30 -0.8834
C 5.12 -0.09 3.16 1.0303
C 5.73 0.45 2.00 -0.7938
C 4.96 0.78 0.93 -1.3594
C 3.57 0.55 0.95 0.8826
C 2.89 -0.02 2.01 -0.6402
C 3.71 -0.29 3.16 -0.1304
H 3.43 -1.38 6.41 0.4097
H 5.91 -1.10 6.32 0.3825
H 6.96 -0.25 4.26 0.3581
H 6.81 0.60 2.00 0.3523
H 5.41 1.22 0.05 0.4081
H 3.04 0.84 0.04 0.4928
C -0.50 -3.52 0.61 -1.3229
As -0.70 -2.04 1.85 0.8306
C -1.29 -3.05 3.41 -1.2867
C -2.36 -1.35 1.07 -1.1521
C -3.02 -0.08 1.62 2.4809
C -3.23 -0.22 3.13 -1.8199
C -2.23 1.20 1.32 -0.8493
As -0.51 1.47 2.23 1.0828
C -1.08 2.33 3.90 -1.3347
C -0.01 3.09 1.27 -1.2453
C -4.42 0.04 0.99 -2.1166
As -4.82 0.41 -0.93 0.3236
C -4.40 2.33 -1.03 -1.0547
C -3.26 -0.21 -1.97 -0.5781
H -1.41 -4.12 0.60 0.4277
H 0.34 -4.14 0.93 0.4276
H -0.28 -3.14 -0.38 0.2548
H -2.21 -3.58 3.17 0.4071
H -1.45 -2.41 4.27 0.3737
H -0.51 -3.78 3.66 0.4154
H -3.08 -2.17 1.10 0.7627
H -2.09 -1.20 0.02 -0.2887
H -2.28 -0.34 3.66 -0.0278
H -3.84 -1.10 3.36 0.4286
H -3.73 0.66 3.54 0.4555
H -2.86 2.07 1.53 0.9056
H -1.98 1.23 0.26 -0.6283
H -1.90 3.03 3.72 0.3987
H -0.23 2.87 4.30 0.4457
H -1.39 1.59 4.63 0.3416
H -0.82 3.82 1.28 0.4208
H 0.24 2.82 0.24 0.1481
H 0.88 3.53 1.73 0.4234
H -4.97 0.85 1.49 0.5521
H -4.98 -0.87 1.21 0.4881
H -4.97 2.86 -0.26 0.3307
H -4.72 2.69 -2.00 0.4179
H -3.34 2.54 -0.89 0.2017
H -3.23 -1.30 -1.98 0.3909
H -2.31 0.18 -1.62 -0.2860
H -3.43 0.12 -2.99 0.4417
C 0.64 -0.36 -6.80 -2.2050
C 0.21 0.46 -5.59 2.1573
C -1.32 0.56 -5.59 -1.5791
C 0.81 1.87 -5.73 -1.6870
C 0.68 -0.15 -4.27 0.1352
C 1.44 -1.32 -4.22 -0.2113
C 1.86 -1.89 -3.01 -2.1127
C 1.50 -1.25 -1.85 0.9732
O 1.75 -1.58 -0.55 -0.6176
B 1.14 -0.60 0.25 0.6731
O 0.51 0.34 -0.61 -0.5010
C 0.75 -0.08 -1.89 0.0593
C 0.33 0.48 -3.07 -0.5111
H 0.27 0.11 -7.71 0.4157
H 0.23 -1.37 -6.77 0.4359
H 1.73 -0.43 -6.88 0.4483
H -1.67 0.97 -6.54 0.4896
H -1.68 1.21 -4.79 0.3040
H -1.77 -0.42 -5.46 0.3514
H 0.48 2.33 -6.67 0.4581
H 1.90 1.83 -5.74 0.3730
H 0.51 2.52 -4.91 0.3164
H 1.72 -1.82 -5.13 0.4904
H 2.45 -2.79 -2.99 0.4693
H -0.26 1.39 -3.06 0.6479
```

11.
Formula: C4H7NO2
Source: the OMol25 dataset
Level of theory: the ωB97M-V functional and the def2-TZVPD basis

Values from the calculation:
strongest force on any atom: 0.379 eV/A
energy: -361.750607 hartree

Structure (XYZ):
```
14
Properties=species:S:1:pos:R:3:nbo_charge:R:1
O -1.44 -1.77 1.48 -0.6921
C -0.29 -1.20 0.93 -0.0455
C -0.12 -1.22 -0.55 0.0239
N 0.32 -0.03 -0.88 -0.3647
C 0.39 0.92 0.13 -0.3173
C -0.16 0.31 1.28 0.4539
O -0.53 0.72 2.38 -0.6228
H -1.65 -1.17 2.22 0.4957
H 0.63 -1.66 1.34 0.2060
H -0.16 -2.04 -1.25 0.2153
H 1.02 2.16 -2.66 -0.0377
H 0.62 0.19 -1.82 0.4247
H 0.79 2.84 -2.49 0.0377
H 0.57 1.95 -0.11 0.2228
```